Record 1
Below is a cluster of 2 separate species, C3H6N2S in total in a non-equilibrium geometry, with properties calculated with ωB97M-V/def2-TZVPD.

Geometry (Å):
1 C 0.442 0.609 -0.977
2 C -0.088 0.350 -2.353
3 C 1.891 -0.642 1.408
4 N 0.016 -1.145 0.120
5 N 0.682 -1.394 1.033
6 S 0.778 2.033 -0.379
7 H -0.312 1.241 -2.795
8 H -0.832 -0.412 -2.261
9 H 0.838 -0.210 -2.669
10 H 1.459 0.391 1.388
11 H 2.615 -0.828 0.722
12 H 2.159 -1.101 2.338

Calculated values
orbital gap (spin up / spin down): 7.333 / 7.296 eV
electronic energy: -625.44628 a.u.



Record 2
Below is a cluster of 2 separate species, CH6NO in total in a non-equilibrium geometry, with properties calculated with ωB97M-V/def2-TZVPD.

Geometry (Å):
1 C -1.131 -0.517 0.019
2 N 1.592 0.215 0.085
3 O -1.805 0.550 0.043
4 H -0.724 -1.128 -0.738
5 H -1.079 -0.874 0.977
6 H 1.337 1.163 0.084
7 H 1.655 -0.321 0.931
8 H 2.200 -0.068 -0.634
9 H -2.044 0.979 -0.767

Calculated values
orbital gap: 8.468 eV
charge: +1
electronic energy: -171.35020 a.u.



Record 3
Below is a cluster of 14 separate species, C84H210N14O28 in total in a non-equilibrium geometry, with properties calculated with ωB97M-V/def2-TZVPD.

Geometry (Å):
1 C -8.861 3.069 -0.325
2 O -8.104 3.071 -1.514
3 C -7.297 1.964 -1.658
4 C -6.793 1.877 -3.130
5 N -5.864 0.792 -3.490
6 C -4.517 1.050 -2.951
7 C -3.590 -0.085 -3.360
8 O -3.403 0.052 -4.751
9 C -2.204 -0.669 -5.103
10 H -9.464 3.977 -0.336
11 H -8.241 2.968 0.567
12 H -9.557 2.230 -0.333
13 H -7.714 1.027 -1.289
14 H -6.432 2.047 -0.999
15 H -6.515 2.862 -3.506
16 H -7.705 1.680 -3.694
17 H -5.815 0.565 -4.473
18 H -4.564 0.911 -1.871
19 H -4.133 2.036 -3.212
20 H -3.938 -1.067 -3.041
21 H -2.677 0.035 -2.778
22 H -1.288 -0.145 -4.829
23 H -2.105 -0.825 -6.177
24 H -2.217 -1.658 -4.644
25 C -1.394 -3.462 3.786
26 O -1.353 -2.374 4.700
27 C -1.843 -1.084 4.219
28 C -1.831 -0.005 5.356
29 N -2.401 1.278 4.890
30 C -2.197 2.337 5.870
31 C -2.682 1.984 7.327
32 O -1.688 1.304 8.070
33 C -0.704 2.174 8.615
34 H -2.421 -3.827 3.758
35 H -0.791 -4.332 4.048
36 H -1.099 -3.185 2.774
37 H -2.842 -1.141 3.787
38 H -1.282 -0.719 3.359
39 H -0.805 0.229 5.642
40 H -2.445 -0.405 6.163
41 H -3.401 1.141 4.859
42 H -2.850 3.116 5.478
43 H -1.188 2.747 5.929
44 H -3.661 1.505 7.299
45 H -2.952 2.886 7.875
46 H 0.118 1.539 8.945
47 H -1.017 2.735 9.496
48 H -0.333 2.859 7.853
49 C -3.032 4.792 -7.868
50 O -3.896 5.141 -6.763
51 C -3.183 5.199 -5.575
52 C -4.234 5.354 -4.448
53 N -3.572 5.230 -3.153
54 C -4.375 5.156 -2.006
55 C -3.509 5.031 -0.730
56 O -2.716 6.177 -0.539
57 C -3.286 7.259 0.125
58 H -3.502 5.187 -8.769
59 H -2.928 3.707 -7.885
60 H -2.049 5.195 -7.627
61 H -2.527 6.070 -5.603
62 H -2.589 4.288 -5.494
63 H -4.898 4.501 -4.592
64 H -4.856 6.248 -4.405
65 H -2.865 5.941 -3.029
66 H -4.956 4.248 -2.169
67 H -5.056 6.006 -1.957
68 H -2.884 4.137 -0.721
69 H -4.178 4.913 0.122
70 H -4.188 7.532 -0.423
71 H -2.623 8.115 0.252
72 H -3.488 7.021 1.170
73 C 3.283 3.480 -1.980
74 O 3.130 3.179 -0.636
75 C 3.209 1.805 -0.177
76 C 2.927 1.701 1.325
77 N 4.044 2.278 2.122
78 C 5.356 1.669 1.807
79 C 6.446 2.213 2.770
80 O 6.714 3.617 2.582
81 C 7.794 3.981 3.434
82 H 3.085 4.534 -2.174
83 H 2.638 2.981 -2.703
84 H 4.289 3.260 -2.337
85 H 4.158 1.500 -0.618
86 H 2.404 1.263 -0.673
87 H 2.903 0.625 1.497
88 H 1.931 2.049 1.599
89 H 4.124 3.269 1.944
90 H 5.693 1.848 0.786
91 H 5.290 0.599 2.004
92 H 7.327 1.602 2.572
93 H 6.103 1.974 3.777
94 H 7.534 3.957 4.492
95 H 8.034 5.038 3.315
96 H 8.776 3.515 3.340
97 C -3.737 -3.795 1.303
98 O -5.057 -3.314 1.206
99 C -5.157 -2.365 0.147
100 C -6.624 -1.838 0.047
101 N -7.065 -1.400 1.348
102 C -8.463 -0.940 1.367
103 C -8.890 -0.841 2.797
104 O -8.878 -2.127 3.418
105 C -9.615 -2.212 4.602
106 H -3.196 -2.973 1.772
107 H -3.221 -4.124 0.401
108 H -3.650 -4.561 2.074
109 H -4.916 -2.692 -0.865
110 H -4.457 -1.546 0.313
111 H -7.274 -2.658 -0.258
112 H -6.657 -1.076 -0.733
113 H -6.912 -2.107 2.052
114 H -9.112 -1.708 0.946
115 H -8.708 -0.056 0.778
116 H -9.870 -0.366 2.847
117 H -8.284 -0.114 3.338
118 H -10.688 -2.024 4.567
119 H -9.193 -1.579 5.383
120 H -9.474 -3.244 4.923
121 C 3.604 1.788 -10.439
122 O 3.207 1.336 -9.157
123 C 3.177 2.364 -8.147
124 C 2.564 1.738 -6.893
125 N 2.974 2.511 -5.660
126 C 2.252 3.758 -5.488
127 C 0.735 3.626 -5.063
128 O 0.516 2.866 -3.928
129 C -0.852 2.830 -3.534
130 H 3.798 0.955 -11.114
131 H 4.545 2.339 -10.435
132 H 2.899 2.484 -10.894
133 H 2.795 3.322 -8.500
134 H 4.212 2.652 -7.961
135 H 3.111 0.802 -6.778
136 H 1.502 1.503 -6.971
137 H 2.793 1.870 -4.900
138 H 2.364 4.444 -6.327
139 H 2.756 4.260 -4.662
140 H 0.183 3.227 -5.914
141 H 0.323 4.626 -4.930
142 H -1.555 2.496 -4.298
143 H -1.171 3.857 -3.359
144 H -0.969 2.254 -2.616
145 C -2.234 -5.170 -2.992
146 O -1.429 -4.356 -3.849
147 C -0.718 -5.135 -4.835
148 C 0.484 -4.318 -5.359
149 N 1.633 -4.264 -4.538
150 C 2.376 -5.537 -4.390
151 C 3.681 -5.331 -3.551
152 O 3.321 -4.971 -2.260
153 C 4.448 -4.796 -1.402
154 H -1.535 -5.905 -2.593
155 H -2.867 -5.719 -3.690
156 H -2.687 -4.609 -2.175
157 H -1.317 -5.310 -5.729
158 H -0.401 -6.109 -4.460
159 H 0.146 -3.282 -5.397
160 H 0.763 -4.493 -6.398
161 H 1.288 -4.016 -3.621
162 H 2.696 -5.970 -5.338
163 H 1.873 -6.327 -3.832
164 H 4.223 -4.514 -4.027
165 H 4.279 -6.242 -3.588
166 H 5.149 -5.626 -1.495
167 H 4.241 -4.497 -0.374
168 H 4.912 -3.915 -1.846
169 C 1.010 -6.078 4.081
170 O 1.484 -4.830 4.748
171 C 1.659 -5.015 6.135
172 C 2.047 -3.639 6.759
173 N 0.798 -2.847 7.007
174 C 1.177 -1.466 7.468
175 C 1.685 -0.593 6.306
176 O 3.153 -0.610 6.285
177 C 3.739 0.125 5.175
178 H 1.833 -6.784 4.196
179 H 0.817 -5.812 3.042
180 H 0.044 -6.470 4.399
181 H 2.410 -5.798 6.238
182 H 0.694 -5.303 6.553
183 H 2.798 -3.220 6.089
184 H 2.592 -3.913 7.662
185 H 0.372 -2.812 6.092
186 H 1.955 -1.527 8.229
187 H 0.297 -0.988 7.898
188 H 1.401 0.456 6.394
189 H 1.244 -0.853 5.344
190 H 3.393 1.158 5.227
191 H 3.403 -0.237 4.204
192 H 4.820 0.131 5.313
193 C 10.480 -3.937 -0.453
194 O 9.214 -4.442 -0.855
195 C 8.371 -5.061 0.143
196 C 7.691 -4.073 1.081
197 N 6.945 -3.149 0.264
198 C 6.288 -2.128 1.080
199 C 5.216 -2.640 2.023
200 O 5.872 -2.775 3.268
201 C 5.022 -3.284 4.310
202 H 11.113 -4.810 -0.296
203 H 10.519 -3.300 0.430
204 H 10.995 -3.382 -1.237
205 H 8.904 -5.772 0.774
206 H 7.541 -5.585 -0.331
207 H 8.346 -3.538 1.768
208 H 7.000 -4.557 1.771
209 H 7.615 -2.630 -0.285
210 H 5.872 -1.391 0.392
211 H 6.958 -1.503 1.671
212 H 4.622 -3.510 1.743
213 H 4.469 -1.853 2.118
214 H 5.524 -3.096 5.260
215 H 4.823 -4.351 4.218
216 H 4.110 -2.687 4.305
217 C -3.077 6.094 7.177
218 O -3.410 5.330 6.043
219 C -4.431 5.821 5.170
220 C -4.672 4.996 3.900
221 N -5.348 3.747 4.284
222 C -5.404 2.752 3.252
223 C -5.959 1.434 3.871
224 O -5.411 1.065 5.126
225 C -5.902 -0.129 5.640
226 H -3.617 5.737 8.055
227 H -3.243 7.167 7.077
228 H -2.010 5.903 7.290
229 H -4.149 6.806 4.799
230 H -5.344 5.932 5.756
231 H -3.744 4.765 3.378
232 H -5.276 5.559 3.189
233 H -4.879 3.302 5.060
234 H -4.427 2.597 2.794
235 H -6.106 3.091 2.491
236 H -5.892 0.562 3.221
237 H -7.007 1.653 4.076
238 H -6.886 0.098 6.049
239 H -5.260 -0.524 6.427
240 H -6.150 -0.876 4.886
241 C -1.837 8.482 -3.568
242 O -1.361 7.210 -3.092
243 C 0.096 7.263 -3.017
244 C 0.556 6.083 -2.134
245 N 0.119 6.245 -0.726
246 C 0.438 4.936 -0.110
247 C -0.128 4.822 1.292
248 O -0.157 3.479 1.667
249 C -0.573 3.199 2.983
250 H -1.582 8.496 -4.627
251 H -1.423 9.420 -3.199
252 H -2.927 8.486 -3.538
253 H 0.412 8.168 -2.499
254 H 0.564 7.210 -4.000
255 H 1.646 6.085 -2.165
256 H 0.171 5.136 -2.512
257 H -0.880 6.396 -0.721
258 H 1.520 4.859 -0.007
259 H 0.174 4.035 -0.663
260 H -1.123 5.266 1.288
261 H 0.474 5.406 1.988
262 H -0.295 2.163 3.177
263 H -1.661 3.207 3.044
264 H -0.038 3.875 3.650
265 C 1.551 -1.827 2.275
266 O 1.879 -1.672 0.917
267 C 1.327 -2.666 0.094
268 C -0.258 -2.539 -0.085
269 N -0.700 -1.483 -1.074
270 C -0.300 -0.143 -0.608
271 C -1.176 0.359 0.535
272 O -2.521 0.227 0.123
273 C -3.386 0.988 0.966
274 H 0.540 -1.469 2.474
275 H 2.229 -1.271 2.923
276 H 1.691 -2.857 2.600
277 H 1.586 -3.678 0.404
278 H 1.755 -2.584 -0.905
279 H -0.814 -2.303 0.822
280 H -0.664 -3.481 -0.455
281 H -1.710 -1.473 -1.047
282 H -0.339 0.477 -1.504
283 H 0.744 -0.118 -0.293
284 H -0.783 1.369 0.657
285 H -0.884 -0.155 1.450
286 H -4.412 0.794 0.652
287 H -3.275 2.064 0.831
288 H -3.377 0.783 2.036
289 C 9.208 -1.203 -6.865
290 O 7.839 -0.843 -6.939
291 C 7.637 0.549 -7.146
292 C 6.183 0.931 -7.202
293 N 5.572 1.056 -5.865
294 C 5.203 -0.254 -5.394
295 C 4.441 -0.294 -4.032
296 O 3.060 0.097 -4.230
297 C 2.217 -1.008 -4.460
298 H 9.621 -0.722 -5.978
299 H 9.598 -1.037 -7.869
300 H 9.288 -2.279 -6.710
301 H 8.100 0.830 -8.092
302 H 8.191 1.091 -6.380
303 H 5.683 0.234 -7.874
304 H 6.085 1.949 -7.580
305 H 4.716 1.592 -5.868
306 H 6.061 -0.896 -5.192
307 H 4.632 -0.752 -6.178
308 H 4.861 0.480 -3.389
309 H 4.698 -1.172 -3.439
310 H 1.176 -0.780 -4.690
311 H 2.104 -1.623 -3.568
312 H 2.640 -1.674 -5.212
313 C -2.543 -7.231 3.364
314 O -1.694 -6.556 2.499
315 C -1.848 -6.888 1.107
316 C -0.491 -6.433 0.506
317 N 0.589 -7.277 0.916
318 C 1.755 -7.329 0.033
319 C 2.981 -7.975 0.685
320 O 3.249 -7.459 1.990
321 C 3.812 -6.132 2.049
322 H -3.609 -7.117 3.171
323 H -2.470 -6.618 4.262
324 H -2.252 -8.278 3.445
325 H -2.688 -6.406 0.607
326 H -2.126 -7.937 0.996
327 H -0.246 -5.402 0.763
328 H -0.597 -6.566 -0.571
329 H 0.885 -7.100 1.865
330 H 2.071 -6.339 -0.295
331 H 1.565 -7.969 -0.829
332 H 3.819 -7.832 0.002
333 H 2.823 -9.053 0.727
334 H 4.691 -6.035 1.412
335 H 4.110 -6.008 3.090
336 H 3.053 -5.391 1.798

Calculated values
orbital gap: 8.859 eV
electronic energy: -6198.95813 a.u.



Record 4
Below is a cluster of 2 separate species, C4H14N3 in total in a non-equilibrium geometry, with properties calculated with ωB97M-V/def2-TZVPD.

Geometry (Å):
1 C -2.735 0.991 0.423
2 C -2.070 1.785 -0.737
3 H -3.244 0.105 0.083
4 H -1.936 0.836 1.153
5 H -3.341 1.676 1.016
6 H -1.538 2.638 -0.317
7 H -2.773 2.151 -1.498
8 H -1.337 1.245 -1.346
9 C 1.370 0.872 -0.201
10 C 1.587 -1.545 0.125
11 N 1.476 -0.509 -0.705
12 N 2.284 -1.459 1.253
13 N 1.045 -2.719 -0.225
14 H 0.885 -0.650 -1.512
15 H 2.417 -0.544 1.656
16 H 2.440 -2.199 1.917
17 H 0.391 -2.776 -0.988
18 H 1.131 -3.538 0.352
19 H 1.072 1.514 -1.045
20 H 2.368 1.216 0.124
21 H 0.509 0.909 0.470

Calculated values
orbital gap: 11.454 eV
charge: +1
electronic energy: -324.84639 a.u.



Record 5
Below is a cluster of 2 separate species, CH5BrOSi in total in a non-equilibrium geometry, with properties calculated with ωB97M-V/def2-TZVPD.

Geometry (Å):
1 C 1.809 1.032 0.024
2 O 0.035 -0.913 0.057
3 Si -1.486 -0.717 -0.063
4 Br 3.180 -0.131 -0.101
5 H 1.295 1.268 0.907
6 H 1.413 1.355 -0.827
7 H -2.266 0.628 0.278
8 H -1.983 -1.499 1.068
9 H -1.997 -1.024 -1.343

Calculated values
orbital gap (spin up / spin down): 5.891 / 5.904 eV
electronic energy: -2979.67228 a.u.



Record 6
Below is the molecule CHN3O2 in a non-equilibrium geometry, with properties calculated with ωB97M-V/def2-TZVPD.

Geometry (Å):
1 O 1.909 -0.369 -0.168
2 C 0.638 -0.430 0.103
3 N 0.047 0.730 0.156
4 N -1.199 0.518 -0.159
5 N -1.486 -0.735 -0.095
6 O -0.324 -1.334 0.085
7 H 0.416 1.620 0.079

Calculated values
orbital gap: 10.761 eV
SMILES: O=c1[nH]nno1
electronic energy: -353.34791 a.u.



The following energy relative to the best compared isomer or geometry (same formula, charge and spin) values (in kJ/mol) correspond, in order, to the records above: 461.3 201.6 457.6 48.4 451.9 223.8.